Entry 1:
A molecular structure, C28H34N2O5PbS at a distorted geometry, computed with ωB97M-V/def2-TZVPD.

Summary:
* energy above the lowest of the compared OMol25 structures with the same formula, charge and spin: 0.0 kcal/mol
* strongest force on any atom: 0.033 hartree/bohr
* total charge: +2
* HOMO energy: -14.780 eV
* Kohn-Sham gap: 9.28 eV
* 2S+1: 1

Last column: Mulliken charge in e.
Cartesian coordinates (Å):
Pb (-0.27780, -1.16030, 0.22200)  1.631
O (1.92780, -2.35330, 0.57850)  -0.474
C (3.00980, -1.47530, 0.88950)  -0.573
C (3.02040, -0.32680, -0.11360)  -0.716
N (1.84850, 0.57840, -0.03510)  0.282
C (1.75900, 1.24360, -1.34300)  -0.179
C (1.04430, 0.28790, -2.39560)  0.073
O (1.32160, 0.46890, -3.55550)  -0.629
O (0.16590, -0.48210, -1.91250)  -0.528
C (1.93120, 1.49800, 1.10490)  -0.779
C (0.55900, 1.89480, 1.65370)  0.669
O (0.39290, 2.36660, 2.72760)  -0.530
O (-0.48710, 1.59730, 0.82720)  -0.308
H (2.16150, -3.26500, 0.78830)  0.281
H (3.96320, -2.00200, 0.80110)  0.523
H (2.90250, -1.12750, 1.92250)  0.286
H (3.01590, -0.78220, -1.10730)  0.498
H (3.95550, 0.23470, 0.00380)  0.358
H (2.77030, 1.50170, -1.70140)  0.279
H (1.23590, 3.20490, -0.81710)  0.339
H (2.51770, 2.40060, 0.88150)  0.315
H (2.44600, 1.00120, 1.93080)  0.504
C (-4.07550, -1.85720, -2.27780)  -1.732
C (-3.39000, -2.85900, -1.35480)  0.911
C (-2.16000, -3.45940, -2.05060)  -1.215
C (-2.96800, -2.29070, -0.02500)  -0.017
C (-2.43610, -3.16670, 0.94040)  -0.490
C (-2.04950, -2.71830, 2.19530)  -1.102
C (-2.16940, -1.36850, 2.55340)  1.034
C (-1.83130, -0.92400, 3.93620)  -1.688
C (-2.69380, -0.48710, 1.59780)  -0.892
C (-3.08650, -0.93680, 0.32910)  -0.251
H (-4.37250, -2.35930, -3.19450)  0.445
H (-3.40320, -1.04450, -2.54470)  0.289
H (-4.97410, -1.45180, -1.82110)  0.414
H (-4.09490, -3.67470, -1.15020)  0.382
H (-1.37840, -2.70160, -2.15230)  0.141
H (-2.42660, -3.80960, -3.04400)  0.466
H (-1.75580, -4.30260, -1.49730)  0.350
H (-2.40710, -4.22610, 0.73030)  0.527
H (-1.69750, -3.43260, 2.92460)  0.525
H (-1.61980, 0.14100, 3.97660)  0.389
H (-0.98270, -1.47860, 4.33190)  0.402
H (-2.68010, -1.12150, 4.59270)  0.366
H (-2.86090, 0.54360, 1.86980)  0.410
H (-3.55940, -0.24670, -0.34920)  0.513
N (0.89550, 2.43150, -1.39180)  0.035
S (0.73810, 3.00150, -3.02630)  0.407
C (1.87480, 4.37990, -2.91380)  0.398
C (1.61820, 5.50760, -2.14690)  -0.197
C (2.62220, 6.45080, -2.00690)  -0.784
C (3.85490, 6.26410, -2.61710)  -0.468
C (4.09310, 5.13340, -3.38320)  -0.708
C (3.09940, 4.18270, -3.53680)  -0.441
C (-0.88380, 3.75630, -2.94970)  0.723
C (-1.84860, 3.28810, -2.07170)  -0.120
C (-3.13460, 3.79440, -2.16110)  -0.677
C (-3.45350, 4.72200, -3.14150)  -0.571
C (-2.48280, 5.17300, -4.02410)  -0.739
C (-1.18720, 4.69170, -3.93120)  -0.402
H (-0.23700, 1.76620, -0.11050)  -0.008
H (0.65930, 5.64810, -1.67080)  0.509
H (2.43920, 7.33020, -1.41000)  0.438
H (4.63370, 6.99930, -2.48270)  0.436
H (5.05220, 4.98330, -3.85040)  0.449
H (3.26180, 3.29560, -4.12740)  0.566
H (-1.60820, 2.53890, -1.33370)  -0.187
H (-3.89070, 3.44710, -1.47330)  0.464
H (-4.46340, 5.09120, -3.22310)  0.433
H (-2.73460, 5.88430, -4.79660)  0.428
H (-0.42790, 5.02650, -4.62170)  0.519

=====

Entry 2:
14 unconnected molecules or ions with the total composition C50H98N2O26S11 at a distorted geometry, computed with ωB97M-V/def2-TZVPD.

Summary:
* strongest force on any atom: 0.051 hartree/bohr
* total charge: 0
* HOMO energy: -8.221 eV
* Kohn-Sham gap: 7.57 eV
* 2S+1: 1

Last column: Mulliken charge in e.
Cartesian coordinates (Å):
N (-1.75734, -3.23872, 2.03760)  0.455
H (-2.23847, -3.89002, 1.41628)  0.418
H (-2.20919, -2.28958, 2.01890)  -0.271
H (-0.78644, -2.99349, 1.68758)  -0.372
H (-1.75552, -3.52088, 3.02309)  0.537
N (1.48888, 4.19201, -1.45344)  0.286
H (0.77842, 4.83649, -1.03360)  0.236
H (1.74530, 4.70087, -2.34659)  0.582
H (1.13779, 3.22272, -1.68203)  -0.589
H (2.29263, 4.19801, -0.82896)  0.384
C (1.15534, -0.31954, -0.23824)  0.179
C (0.83957, 0.78384, -1.06700)  0.639
C (-0.51676, 1.45650, -0.98233)  0.335
O (-0.81858, 2.42480, -1.69092)  -0.715
C (-1.42622, 0.97135, -0.02334)  -0.868
C (-1.19833, -0.19819, 0.69985)  0.068
C (0.20201, -0.87153, 0.62357)  0.462
O (0.36575, -1.86835, 1.36057)  0.784
O (-2.04003, -0.69872, 1.46857)  -0.661
O (1.72585, 1.24483, -1.79909)  -0.896
H (2.10202, -0.83436, -0.29174)  -0.894
H (-2.35302, 1.51367, 0.13618)  0.387
C (-2.64932, 4.97847, 2.55580)  0.504
C (-3.57954, 4.96376, 1.34383)  -1.069
C (-2.69149, 5.13664, 0.13596)  0.320
S (-1.36850, 6.26712, 0.59827)  0.937
O (-1.64496, 7.58886, 0.12383)  -0.761
O (-0.11471, 5.62085, 0.28238)  -0.682
C (-1.66516, 6.09253, 2.36435)  -1.010
H (-2.13210, 4.00651, 2.50215)  -0.605
H (-3.10924, 4.96428, 3.53950)  0.596
H (-4.32252, 5.76472, 1.36061)  0.398
H (-4.10649, 4.01782, 1.23413)  0.249
H (-3.14115, 5.41948, -0.80852)  0.656
H (-2.13100, 4.20522, -0.02491)  -0.621
H (-2.16798, 7.04566, 2.58114)  0.426
H (-0.73664, 6.13364, 2.92694)  0.413
C (5.81175, -2.45859, -3.65962)  -0.959
C (4.55639, -2.21961, -2.80956)  0.775
C (3.91778, -0.90610, -3.27837)  -0.058
S (4.21820, -0.85389, -5.07026)  1.376
O (4.72316, 0.47428, -5.37253)  -0.720
O (3.04069, -1.36202, -5.73939)  -0.730
C (5.53909, -2.09175, -5.11090)  -0.927
H (6.08416, -3.51446, -3.60374)  0.500
H (6.68024, -1.89611, -3.31594)  0.272
H (4.80718, -2.24201, -1.75344)  -0.895
H (3.77286, -2.94855, -3.06418)  0.250
H (4.48901, -0.05666, -2.88801)  0.402
H (2.85627, -0.71637, -3.15505)  -0.158
H (6.35341, -1.60157, -5.63878)  0.448
H (5.14098, -2.88517, -5.74146)  0.350
C (2.16920, 1.37973, 2.93715)  1.439
C (2.58473, 2.26629, 1.74249)  0.135
C (1.91284, 3.60238, 1.87607)  -0.617
S (1.98773, 3.94557, 3.64551)  1.123
O (0.62323, 4.01070, 4.12095)  -0.563
O (2.90132, 4.97013, 4.05731)  -0.769
C (2.58546, 2.30567, 4.10517)  -1.148
H (2.69310, 0.44197, 2.83126)  -0.556
H (1.07664, 1.40993, 2.98406)  -0.387
H (2.24503, 1.80018, 0.80880)  -0.705
H (3.67382, 2.34671, 1.67533)  0.690
H (0.87266, 3.67901, 1.56789)  -0.020
H (2.44555, 4.41095, 1.36944)  0.669
H (2.23638, 2.10251, 5.11331)  0.579
H (3.68038, 2.30786, 4.10798)  0.463
C (-3.87276, 3.56733, -3.50811)  -0.190
C (-3.33094, 2.23571, -4.07098)  1.591
C (-3.60024, 2.10451, -5.54784)  -1.048
S (-5.11999, 3.02731, -5.82985)  1.193
O (-6.28800, 2.23742, -5.56775)  -0.662
O (-4.98685, 3.70738, -7.09294)  -0.697
C (-4.84354, 4.21851, -4.49646)  -0.936
H (-3.07926, 4.24926, -3.21805)  0.030
H (-4.41903, 3.29741, -2.60506)  0.128
H (-3.79584, 1.42434, -3.51614)  0.135
H (-2.24766, 2.15044, -3.97780)  -1.145
H (-3.75532, 1.11723, -5.97661)  0.592
H (-2.91545, 2.64965, -6.19775)  0.163
H (-5.76948, 4.54924, -4.04729)  0.430
H (-4.34617, 5.03376, -5.01712)  0.396
C (-6.80262, -0.21003, 1.54554)  -0.893
C (-5.66056, 0.08889, 0.56696)  0.663
C (-5.78506, -0.95145, -0.52308)  -0.648
S (-6.12156, -2.50503, 0.32879)  1.080
O (-4.90454, -3.01199, 0.92702)  -0.547
O (-6.94992, -3.33095, -0.49198)  -0.728
C (-7.04034, -1.72003, 1.67088)  -0.814
H (-7.72038, 0.23424, 1.15120)  0.366
H (-6.68224, 0.25013, 2.51833)  0.369
H (-4.65408, 0.02994, 0.98544)  -0.510
H (-5.81210, 1.08025, 0.13548)  0.393
H (-5.00801, -1.13863, -1.25725)  -0.027
H (-6.74734, -0.81551, -1.03630)  0.474
H (-6.76933, -2.14763, 2.62803)  0.420
H (-8.08209, -1.95671, 1.45717)  0.379
C (-1.75831, -1.21021, -3.29097)  0.524
C (-0.68498, -2.14292, -2.77188)  -0.349
C (-1.41253, -3.32688, -2.16492)  -0.226
S (-2.87754, -3.62982, -3.20555)  1.196
O (-4.01783, -3.81055, -2.35519)  -0.594
O (-2.46627, -4.59639, -4.18440)  -0.738
C (-2.84011, -1.99700, -4.01789)  -0.903
H (-1.27924, -0.43099, -3.89464)  -0.267
H (-2.10090, -0.65015, -2.41236)  -0.145
H (-0.01349, -1.60088, -2.10452)  -0.265
H (0.00491, -2.54376, -3.52293)  0.573
H (-1.87428, -3.10085, -1.19393)  -0.218
H (-0.76855, -4.19351, -2.07662)  0.569
H (-3.77259, -1.42429, -3.98483)  0.459
H (-2.66444, -2.15532, -5.08093)  0.525
C (1.84650, -2.17837, 4.43585)  2.131
C (1.54046, -3.62754, 4.75750)  -0.747
C (1.00691, -3.68028, 6.19260)  -0.924
S (1.85229, -2.32248, 7.05527)  1.148
O (2.89630, -2.80597, 7.91541)  -0.711
O (0.88818, -1.37298, 7.53770)  -0.596
C (2.61178, -1.59054, 5.58480)  -0.693
H (0.95071, -1.64165, 4.12086)  -1.183
H (2.43845, -2.14921, 3.51824)  -0.806
H (2.44402, -4.24714, 4.77018)  0.374
H (0.82910, -4.02666, 4.04822)  0.202
H (1.17069, -4.56406, 6.79982)  0.519
H (-0.05542, -3.43083, 6.19637)  0.273
H (3.63465, -1.96238, 5.52469)  0.386
H (2.60707, -0.51466, 5.70601)  0.298
C (1.52687, -6.74213, 1.15852)  -1.083
C (1.64947, -5.37942, 1.82554)  0.143
C (2.50186, -4.51855, 0.91899)  1.102
S (2.31390, -5.14831, -0.78804)  1.181
O (3.52295, -5.78253, -1.24176)  -0.728
O (1.59590, -4.21863, -1.61610)  -0.429
C (1.17221, -6.44983, -0.29652)  -0.812
H (0.80643, -7.41929, 1.61041)  0.465
H (2.50729, -7.23115, 1.09815)  0.313
H (2.21289, -5.49347, 2.74932)  0.208
H (0.72346, -4.84852, 2.00465)  -0.430
H (3.58760, -4.50764, 1.02638)  -0.351
H (2.17784, -3.47347, 0.92525)  -0.791
H (1.19354, -7.28214, -0.99616)  0.632
H (0.14742, -6.05439, -0.33949)  0.151
C (5.55576, -3.02980, 1.74515)  -1.007
C (4.55965, -1.92840, 2.09179)  1.690
C (4.66950, -0.85092, 1.03671)  1.592
S (6.43908, -0.75083, 0.67375)  1.157
O (7.02817, 0.29909, 1.46482)  -0.716
O (6.58119, -0.68049, -0.74519)  -0.584
C (6.87305, -2.35344, 1.42980)  -1.073
H (5.20301, -3.64701, 0.91510)  0.392
H (5.69290, -3.67479, 2.61208)  0.616
H (4.87607, -1.52698, 3.07034)  0.301
H (3.55192, -2.29037, 2.28299)  -1.536
H (4.25012, 0.12397, 1.23628)  -0.467
H (4.18399, -1.31295, 0.17233)  -0.938
H (7.28335, -2.03964, 2.39068)  0.469
H (7.62157, -2.85138, 0.82973)  0.508
C (0.22182, 2.20505, -5.43985)  0.451
C (1.64458, 2.04785, -6.01723)  -1.057
C (2.49969, 2.92632, -5.14069)  -0.021
S (1.65838, 4.51936, -5.22923)  1.118
O (1.91199, 5.18522, -6.46732)  -0.705
O (1.78234, 5.19591, -3.95309)  -0.873
C (0.04306, 3.70422, -5.28571)  -0.577
H (0.25287, 1.72591, -4.45798)  -0.535
H (-0.54102, 1.81099, -6.10347)  0.550
H (1.62631, 2.39098, -7.05683)  0.413
H (2.00978, 1.02340, -5.99492)  0.248
H (3.57044, 3.05700, -5.28849)  0.636
H (2.41962, 2.56167, -4.10474)  -0.294
H (-0.50488, 4.21630, -6.08143)  0.530
H (-0.49928, 3.97025, -4.37374)  0.125
C (-3.41577, 1.05474, 3.96394)  0.188
C (-2.24898, 1.57718, 4.81045)  -1.000
C (-1.18846, 0.53707, 4.68385)  0.749
S (-2.08473, -0.93804, 5.21016)  1.145
O (-2.20396, -0.94333, 6.64610)  -0.766
O (-1.69858, -2.14945, 4.52005)  -0.607
C (-3.66369, -0.36646, 4.49225)  -1.088
H (-3.12009, 1.00620, 2.92176)  -0.498
H (-4.29946, 1.66197, 4.13648)  0.699
H (-2.55897, 1.82857, 5.82268)  0.468
H (-1.95874, 2.53830, 4.36874)  -0.041
H (-0.31051, 0.71366, 5.29993)  0.877
H (-0.92861, 0.28451, 3.64992)  -1.086
H (-4.44344, -0.50154, 5.23527)  0.563
H (-3.85749, -1.04541, 3.65732)  0.147